# 1
A 9-piece molecular cluster, C17H52O16 overall, computed with ωB97M-V/def2-TZVPD.

Last column: Mulliken charge in e.
Geometry (Å):
C  -3.17  -2.40  6.55  -0.5299
O  -2.31  -3.52  6.37  -0.4941
H  -2.74  -1.52  7.01  0.2423
H  -3.45  -2.05  5.56  0.2448
H  -4.07  -2.61  7.13  0.2368
H  -1.47  -3.19  6.04  0.3003
C  -6.34  4.56  6.28  -0.2272
C  -5.84  4.91  4.85  -0.4407
O  -5.38  3.73  4.19  -0.5439
O  -7.24  5.58  6.76  -0.5188
H  -5.40  4.41  6.82  0.2464
H  -6.76  3.56  6.39  0.2626
H  -5.09  5.71  4.75  0.2931
H  -6.61  5.31  4.19  0.3198
H  -4.47  3.49  4.36  0.3031
H  -7.81  5.96  6.09  0.3058
C  5.46  5.38  -1.86  -0.6745
C  4.23  5.23  -1.04  -0.2203
O  3.94  3.87  -0.57  -0.4839
O  6.63  4.80  -1.46  -0.4714
H  5.50  6.37  -2.32  0.3558
H  5.20  4.84  -2.78  0.3400
H  3.36  5.60  -1.59  0.2513
H  4.32  5.95  -0.23  0.2950
H  4.18  3.31  -1.32  0.3002
H  7.09  5.37  -0.85  0.3073
C  2.59  3.43  6.27  -0.2988
C  1.10  3.63  5.98  -0.3769
O  0.74  2.90  4.76  -0.5115
O  3.32  4.10  5.34  -0.4707
H  2.76  2.35  6.33  0.2312
H  2.78  3.82  7.27  0.3055
H  0.73  4.65  5.90  0.2617
H  0.56  3.12  6.77  0.2726
H  1.23  3.17  3.98  0.2807
H  3.08  3.82  4.45  0.3062
C  -1.56  -5.64  -7.53  -0.3935
C  -0.26  -5.70  -8.31  -0.2841
O  -0.36  -4.67  -9.34  -0.5173
O  -1.54  -6.29  -6.29  -0.5094
H  -2.33  -6.02  -8.19  0.2753
H  -1.77  -4.59  -7.31  0.2662
H  -0.05  -6.68  -8.74  0.2674
H  0.69  -5.51  -7.81  0.2845
H  0.21  -4.91  -10.07  0.2938
H  -1.87  -7.17  -6.51  0.3170
C  7.39  -2.28  -5.72  -0.3339
C  5.89  -2.26  -5.27  -0.3029
O  5.78  -1.17  -4.26  -0.5192
O  8.20  -2.86  -4.69  -0.5163
H  7.78  -1.32  -6.07  0.2738
H  7.43  -3.05  -6.49  0.2540
H  5.57  -3.19  -4.80  0.2498
H  5.16  -2.15  -6.07  0.3116
H  6.26  -1.40  -3.46  0.2782
H  8.57  -2.14  -4.17  0.3049
C  -8.12  1.52  -2.57  -0.2965
C  -9.51  1.98  -2.11  -0.4593
O  -10.46  1.49  -2.96  -0.5250
O  -7.86  0.14  -2.33  -0.5173
H  -7.32  2.04  -2.05  0.3153
H  -8.16  1.86  -3.61  0.2513
H  -9.53  3.07  -2.06  0.2891
H  -9.84  1.56  -1.15  0.3145
H  -10.66  0.63  -2.59  0.3321
H  -7.14  -0.23  -2.84  0.2957
C  4.80  -2.72  3.70  -0.4248
C  4.79  -2.31  2.22  -0.3486
O  4.98  -3.45  1.34  -0.5288
O  3.54  -3.14  4.27  -0.4880
H  5.07  -1.98  4.46  0.3548
H  5.66  -3.38  3.81  0.2768
H  5.60  -1.63  1.97  0.2453
H  3.80  -1.96  1.91  0.3085
H  4.13  -3.62  0.94  0.3211
H  3.52  -4.04  3.93  0.2837
C  -1.11  -1.83  -1.17  -0.8719
C  -0.73  -3.23  -0.59  -0.2633
O  0.29  -3.65  -1.51  -0.5280
H  -0.26  -1.21  -1.46  0.2712
H  -1.61  -1.35  -0.33  0.2976
H  -1.77  -1.98  -2.02  0.2872
H  -1.62  -3.87  -0.53  0.2309
H  -0.27  -3.38  0.38  0.2816
H  -0.08  -3.95  -2.34  0.2951

Results
E_HOMO   -10.012 eV
Molar mass   512.6 g/mol
Frontier orbital gap   10.17 eV
Largest force on an atom   3.49 eV/A
Total energy   -51223.769 eV
SMILES   OCCO.OCCO.OCCO.OCCO.OCCO.OCCO.OCCO.CCO.CO



# 2
A 9-piece molecular cluster, C17H52O9 overall, computed with ωB97M-V/def2-TZVPD.

Last column: Mulliken charge in e.
Geometry (Å):
C  4.35  0.28  -1.77  -0.6105
O  4.67  -0.71  -0.86  -0.6527
H  3.30  0.48  -1.98  0.1387
H  4.80  1.23  -1.47  0.4073
H  4.75  -0.01  -2.75  0.2853
H  4.88  -0.28  -0.03  0.3290
C  1.90  0.03  3.95  -0.6128
O  0.83  -0.83  4.30  -0.4895
H  1.54  1.05  3.80  0.3173
H  2.67  0.05  4.73  0.3049
H  2.39  -0.30  3.04  0.1579
H  1.13  -1.73  4.15  0.2926
C  -2.93  2.34  -2.31  -0.7297
O  -2.45  1.22  -3.06  -0.6280
H  -3.36  1.94  -1.40  0.2543
H  -2.17  3.11  -2.24  0.2707
H  -3.67  2.88  -2.89  0.4038
H  -2.67  1.42  -3.97  0.3301
C  1.30  -4.15  3.14  -0.5051
O  2.12  -3.39  4.00  -0.5354
H  0.47  -4.65  3.65  0.3356
H  0.78  -3.57  2.38  0.0917
H  1.87  -4.81  2.50  0.3227
H  2.43  -3.97  4.70  0.2842
C  -4.66  -0.93  -1.07  -0.5367
O  -4.40  -0.82  -2.48  -0.5586
H  -5.42  -0.25  -0.69  0.2964
H  -5.05  -1.91  -0.78  0.3553
H  -3.82  -0.95  -0.38  0.0417
H  -3.54  -0.39  -2.56  0.4270
C  -2.53  -1.01  2.70  -1.1472
C  -2.84  -0.81  4.16  0.3019
C  -2.74  -2.22  4.78  -1.2167
O  -1.85  0.07  4.70  -0.5499
H  -3.49  -1.31  2.27  0.4741
H  -1.69  -1.65  2.46  0.1381
H  -2.34  -0.06  2.19  0.3887
H  -3.80  -0.33  4.34  0.4120
H  -3.32  -2.38  5.69  0.3506
H  -1.74  -2.43  5.16  0.2597
H  -3.07  -3.09  4.21  0.3441
H  -1.02  -0.28  4.36  0.3178
C  -0.98  5.83  -0.77  -1.1889
C  -1.49  6.43  -2.04  0.4497
C  -0.49  6.35  -3.28  -1.2981
O  -2.69  5.79  -2.30  -0.5118
H  -0.28  6.53  -0.31  0.4315
H  -0.38  4.94  -0.97  0.0878
H  -1.78  5.87  -0.03  0.3486
H  -1.87  7.39  -1.71  0.4670
H  0.25  5.58  -3.10  0.2775
H  -0.02  7.32  -3.45  0.3549
H  -1.03  6.14  -4.21  0.3418
H  -3.40  6.42  -2.48  0.2863
C  0.29  1.80  -0.50  -1.7960
C  0.15  0.22  -0.64  0.7629
C  0.64  -0.57  0.60  -0.7528
O  -1.26  0.00  -0.80  -0.3433
H  -0.49  2.24  0.12  0.3959
H  0.22  2.29  -1.47  0.4639
H  1.28  2.03  -0.12  0.4762
H  0.67  0.00  -1.57  0.0967
H  1.65  -0.27  0.88  0.1615
H  0.45  -1.64  0.55  0.3480
H  0.09  -0.36  1.52  0.0819
H  -1.62  0.61  -1.45  0.0880
C  2.31  -3.61  -1.86  -1.2102
C  3.77  -3.86  -2.48  0.5043
C  3.85  -4.94  -3.66  -1.2612
O  4.43  -2.65  -2.84  -0.5658
H  1.64  -2.96  -2.43  0.2985
H  2.37  -3.27  -0.82  0.3153
H  1.82  -4.58  -1.84  0.4184
H  4.37  -4.18  -1.62  0.2367
H  3.04  -4.84  -4.39  0.3316
H  3.55  -5.82  -3.08  0.3554
H  4.85  -5.01  -4.08  0.3415
H  4.47  -2.13  -2.03  0.3455

Results
E_HOMO   -9.387 eV
Molar mass   400.6 g/mol
Frontier orbital gap   9.71 eV
Largest force on an atom   2.93 eV/A
Total energy   -36895.277 eV
SMILES   CC(C)O.CC(C)O.CC(C)O.CC(C)O.CO.CO.CO.CO.CO



# 3
A 8-piece molecular cluster, C17H53N13O8 overall, computed with ωB97M-V/def2-TZVPD.

Last column: Mulliken charge in e.
Geometry (Å):
C  -8.98  -24.41  11.37  -1.4244
C  -9.31  -24.56  12.85  0.6476
C  -9.11  -23.27  13.58  -0.3418
O  -9.04  -23.54  14.98  -0.3945
C  -8.47  -22.50  15.73  -0.5689
N  -10.76  -24.91  12.92  -0.7602
H  -9.55  -23.61  10.90  0.3193
H  -9.28  -25.30  10.80  0.3887
H  -7.91  -24.21  11.26  0.3653
H  -8.76  -25.38  13.30  0.2287
H  -9.91  -22.55  13.40  -0.0117
H  -8.17  -22.81  13.25  0.3488
H  -7.90  -21.77  15.15  0.3566
H  -7.92  -22.88  16.59  0.2047
H  -9.30  -21.93  16.19  0.1783
H  -10.93  -25.80  12.48  0.2299
H  -11.05  -25.00  13.89  0.2444
C  -9.66  -10.94  21.69  -1.1319
C  -8.66  -9.99  21.03  0.5587
C  -9.07  -9.55  19.61  -0.6038
O  -8.25  -10.10  18.60  -0.3719
C  -8.58  -11.43  18.29  -0.2599
N  -8.49  -8.83  21.90  -0.7322
H  -10.68  -10.57  21.71  0.3126
H  -9.35  -11.12  22.72  0.3557
H  -9.60  -11.92  21.20  0.1890
H  -7.74  -10.58  20.91  0.1471
H  -8.93  -8.47  19.56  0.3769
H  -10.11  -9.79  19.38  0.2620
H  -8.56  -12.02  19.22  0.2565
H  -7.82  -11.84  17.62  -0.2207
H  -9.50  -11.51  17.70  0.3307
H  -8.04  -8.06  21.41  0.2451
H  -7.82  -9.03  22.65  0.2613
C  -7.80  -18.67  16.13  -1.5575
C  -7.83  -17.71  17.31  0.0444
C  -9.22  -17.07  17.44  -0.5500
O  -9.33  -16.29  18.63  -0.3470
C  -8.73  -15.02  18.55  -1.0997
N  -7.52  -18.43  18.57  -0.4175
H  -8.50  -19.49  16.31  0.1659
H  -6.77  -18.99  16.01  0.4029
H  -8.07  -18.12  15.22  0.4612
H  -7.14  -16.89  17.08  0.2790
H  -10.02  -17.81  17.44  0.2364
H  -9.50  -16.41  16.60  0.4203
H  -7.66  -15.05  18.33  0.4813
H  -8.82  -14.59  19.55  0.3032
H  -9.17  -14.36  17.79  0.3402
H  -8.17  -19.20  18.63  0.0650
H  -7.82  -17.77  19.29  0.4800
C  -5.22  -12.84  16.16  0.6409
O  -4.07  -12.89  16.54  -0.6376
N  -5.92  -14.00  15.84  -0.3570
N  -5.97  -11.70  16.08  -0.4152
H  -6.88  -13.97  15.58  0.1684
H  -5.41  -14.86  15.88  0.1819
H  -5.57  -10.90  16.55  0.2187
H  -6.93  -11.70  15.80  0.2554
C  -6.61  -19.13  22.10  0.3856
O  -6.22  -19.15  23.25  -0.6662
N  -5.86  -19.47  21.00  -0.2666
N  -7.90  -18.73  21.77  -0.0381
H  -4.99  -19.94  21.11  0.2030
H  -6.32  -19.34  20.10  0.2857
H  -8.52  -18.61  22.54  0.2247
H  -8.24  -19.00  20.86  -0.0397
C  -11.11  -18.96  14.00  0.7346
O  -10.17  -18.48  13.38  -0.6665
N  -11.72  -18.32  15.05  -0.3778
N  -11.65  -20.17  13.66  -0.4125
H  -12.38  -18.83  15.61  0.1697
H  -11.45  -17.37  15.23  0.1922
H  -12.44  -20.57  14.11  0.1522
H  -11.21  -20.58  12.85  0.2202
C  -9.69  -21.65  19.98  0.3484
O  -9.47  -20.44  19.99  -0.3462
N  -8.68  -22.53  19.69  -0.3880
N  -10.88  -22.23  20.31  -0.4986
H  -7.75  -22.16  19.59  0.2221
H  -8.83  -23.52  19.60  0.1728
H  -10.78  -23.15  20.71  0.1862
H  -11.61  -21.66  20.70  0.2662
C  -11.95  -17.42  20.81  0.5057
O  -12.76  -18.05  21.47  -0.6947
N  -10.63  -17.78  20.73  -0.0478
N  -12.25  -16.28  20.11  -0.3061
H  -10.40  -18.71  21.04  0.0375
H  -10.06  -17.14  20.19  0.3257
H  -11.53  -15.80  19.60  0.1895
H  -13.17  -15.90  20.09  0.1776

Results
E_HOMO   -9.364 eV
Molar mass   567.7 g/mol
Frontier orbital gap   9.46 eV
Largest force on an atom   1.97 eV/A
Total energy   -54243.302 eV
SMILES   COC[C@H](C)N.COC[C@H](C)N.COC[C@H](C)N.NC(N)=O.NC(N)=O.NC(N)=O.NC(N)=O.NC(N)=O



# 4
A 10-piece molecular cluster, C17H54O10 overall, computed with ωB97M-V/def2-TZVPD.

Last column: Mulliken charge in e.
Geometry (Å):
C  -6.99  0.43  5.06  -0.9277
C  -8.34  -0.16  4.57  -0.1946
O  -9.36  0.15  5.52  -0.5223
H  -6.20  0.28  4.33  0.3085
H  -6.68  0.01  6.01  0.2675
H  -7.00  1.49  5.33  0.2875
H  -8.17  -1.23  4.50  0.2110
H  -8.63  0.16  3.57  0.2717
H  -9.85  0.95  5.33  0.2985
C  1.14  2.98  4.99  -0.9930
C  0.28  2.13  5.94  -0.2087
O  -0.21  0.98  5.32  -0.5217
H  0.60  3.15  4.06  0.2656
H  2.03  2.40  4.77  0.2672
H  1.56  3.89  5.41  0.3354
H  -0.62  2.68  6.24  0.2357
H  0.80  1.82  6.84  0.3091
H  -0.36  0.33  6.02  0.3106
C  5.16  -3.52  3.46  -1.0039
C  5.85  -4.82  3.75  -0.2069
O  6.84  -5.10  2.81  -0.5125
H  4.57  -3.60  2.54  0.2606
H  5.86  -2.72  3.23  0.2842
H  4.61  -3.15  4.32  0.3311
H  5.21  -5.70  3.74  0.2745
H  6.19  -4.84  4.78  0.2723
H  7.14  -6.00  2.99  0.3020
C  1.43  -0.02  -0.91  -0.9198
C  0.15  -0.76  -0.65  -0.2442
O  -0.67  0.07  0.05  -0.5002
H  1.18  0.99  -1.25  0.2632
H  2.08  -0.46  -1.66  0.3285
H  2.04  0.08  -0.01  0.2722
H  0.24  -1.75  -0.20  0.2568
H  -0.28  -1.02  -1.62  0.2376
H  -0.46  0.02  0.99  0.3054
C  -3.92  6.12  2.65  -0.9964
C  -3.68  7.04  1.44  -0.2026
O  -4.63  6.74  0.43  -0.4967
H  -3.29  6.34  3.51  0.3193
H  -3.72  5.12  2.27  0.2833
H  -4.97  6.13  2.94  0.2865
H  -2.62  6.92  1.18  0.2328
H  -3.84  8.06  1.78  0.2733
H  -4.58  5.81  0.20  0.3008
C  6.06  2.54  -6.09  -0.8548
C  5.31  3.64  -6.85  -0.2945
O  5.38  4.86  -6.12  -0.5046
H  7.14  2.66  -6.18  0.2545
H  5.77  1.59  -6.53  0.3106
H  5.80  2.56  -5.03  0.2566
H  4.29  3.33  -7.05  0.2860
H  5.75  3.73  -7.84  0.2398
H  4.51  4.97  -5.72  0.3064
C  2.19  -4.30  -6.12  -0.9589
C  0.92  -4.73  -6.94  -0.2142
O  -0.07  -3.77  -6.88  -0.5136
H  2.02  -4.18  -5.05  0.2736
H  2.46  -3.29  -6.43  0.2795
H  3.04  -4.95  -6.35  0.3129
H  0.53  -5.68  -6.57  0.2948
H  1.27  -4.77  -7.97  0.2110
H  -0.75  -4.10  -6.29  0.3149
C  -5.29  1.79  -3.50  -0.4661
O  -5.17  2.15  -2.12  -0.5033
H  -5.28  0.70  -3.59  0.2253
H  -6.22  2.14  -3.95  0.2116
H  -4.45  2.28  -3.99  0.2318
H  -4.42  1.73  -1.70  0.3007
C  -6.00  -4.84  0.71  -0.5146
O  -6.73  -5.67  -0.14  -0.4917
H  -6.13  -3.76  0.62  0.2369
H  -6.30  -5.14  1.71  0.2467
H  -4.92  -5.02  0.62  0.2191
H  -7.64  -5.38  -0.04  0.3038
C  8.70  -1.29  -0.97  -0.5275
O  8.13  -2.55  -1.24  -0.4960
H  9.32  -1.31  -0.08  0.2434
H  9.27  -0.83  -1.79  0.2449
H  7.92  -0.60  -0.66  0.2397
H  7.72  -2.90  -0.45  0.2941

Results
E_HOMO   -10.153 eV
Molar mass   418.6 g/mol
Frontier orbital gap   10.30 eV
Largest force on an atom   2.47 eV/A
Total energy   -38974.334 eV
SMILES   CCO.CCO.CCO.CCO.CCO.CCO.CCO.CO.CO.CO



Which of these has the lowest frontier orbital gap?
C17H53N13O8



Look up the E_HOMO of the second one.
-9.387 eV